This record from OMol25 describes 8 unconnected molecules or ions with the total composition C48H40N8O16. The level of theory is ωB97M-V/def2-TZVPD.

Geometry as XYZ:
```
112
Properties=species:S:1:pos:R:3:forces:R:3
O -2.81017 10.14402 -1.31658 -0.8513 1.2419 -0.0403
N -3.74458 10.94950 -1.36915 0.1892 -0.3633 1.5315
O -3.96195 11.85542 -0.56317 0.7295 -0.8530 -0.7449
C -4.74284 10.75611 -2.40035 -0.5124 -0.8089 -1.0779
C -4.45197 9.86484 -3.44594 -0.2323 0.3477 -0.2568
C -5.32718 9.75935 -4.52022 -1.0808 1.4831 1.2430
C -6.55258 10.50927 -4.42579 0.6782 -0.2491 -0.8146
C -6.86975 11.37473 -3.38519 1.7531 -1.1609 -0.5598
C -5.93386 11.45557 -2.34942 -0.5907 0.9574 0.2343
H -3.53231 9.29886 -3.46312 0.1206 0.2129 0.1697
H -4.95680 9.25037 -5.39781 -0.6330 -0.2797 -0.0851
H -7.29371 10.54963 -5.21033 0.2743 -0.5000 -0.5252
H -7.70977 12.02790 -3.56995 -0.1665 -0.0483 0.8006
H -6.14484 12.12690 -1.53016 0.3214 0.0200 0.1219
O 11.39582 1.23266 -3.41166 -0.2769 1.6859 -0.0447
N 11.72107 0.09478 -3.41274 2.6694 -2.7183 -1.0115
O 12.84379 -0.35670 -3.83762 -2.9811 1.1925 1.1311
C 10.77022 -0.88244 -2.89242 -0.4379 -3.2872 1.1211
C 9.60141 -0.53682 -2.16066 1.6755 1.6399 -0.7964
C 8.86473 -1.45420 -1.48423 -0.7677 -2.5945 -0.3255
C 9.10587 -2.83484 -1.67449 0.3913 1.3536 -0.5249
C 10.18575 -3.22369 -2.47767 -1.7555 0.0214 1.0814
C 11.06792 -2.29427 -2.98653 -0.1481 1.1774 -0.0471
H 9.30139 0.49742 -2.07866 0.2505 0.1998 -0.1308
H 7.95389 -1.23339 -0.94755 0.1596 0.6048 0.1394
H 8.39746 -3.53332 -1.25416 0.1778 -0.2370 0.0210
H 10.23180 -4.28213 -2.68743 0.6968 -0.0431 -0.0501
H 11.93552 -2.79135 -3.39469 0.3453 1.0012 -0.5638
O -8.74740 -1.50337 5.40631 -2.2446 0.4682 -1.0764
N -9.85179 -1.29151 4.82861 3.4190 -0.7514 0.0513
O -10.91906 -1.44822 5.33521 -1.0322 0.1738 0.1528
C -9.73140 -0.84871 3.41810 -1.1471 1.2472 -1.5950
C -8.52710 -1.01988 2.70573 -0.4512 -1.0772 3.9414
C -8.30896 -0.36736 1.58183 0.3904 1.1236 -3.3673
C -9.30560 0.36073 0.91499 1.4574 -0.5154 0.3548
C -10.48969 0.51473 1.55769 -1.5438 0.2935 0.3319
C -10.76353 -0.08647 2.78728 1.6243 -0.8714 1.3531
H -7.71663 -1.56560 3.16586 -0.0727 -0.0833 0.1632
H -7.32792 -0.40673 1.13194 0.0722 -0.2117 -0.1171
H -9.04368 0.75495 -0.05577 -0.3615 0.3924 0.0408
H -11.25868 1.16793 1.17248 -0.1131 -0.0942 -0.3059
H -11.69799 0.10884 3.29230 0.0056 -0.0862 0.0848
O 4.97668 -11.23980 -2.07857 -0.4274 -0.5193 0.9382
N 3.80597 -11.30874 -1.72436 -0.3496 1.0865 -2.0114
O 3.01169 -10.38972 -1.93338 0.2631 -0.9755 0.7748
C 3.28053 -12.59246 -1.23993 0.7446 -0.7839 1.0644
C 4.15496 -13.46527 -0.58235 -0.4604 -0.2683 -0.2614
C 3.64245 -14.68379 -0.16041 -1.1827 -0.2895 0.8170
C 2.26373 -15.01290 -0.24227 1.7390 0.2266 -1.0159
C 1.48024 -14.17999 -1.02443 -0.7604 -0.4704 1.0253
C 1.96412 -12.98013 -1.44344 0.7392 1.5599 -1.5529
H 5.20171 -13.27297 -0.39872 -0.0308 0.3661 -0.2455
H 4.27812 -15.40101 0.33751 0.2276 0.1068 0.0577
H 1.95246 -15.97214 0.14422 -0.2813 0.0751 -0.0017
H 0.44127 -14.35310 -1.26311 -0.0431 -0.4630 0.1343
H 1.36827 -12.39438 -2.12775 -0.1700 0.3558 0.2864
O 8.96216 -10.11813 5.50247 2.7497 1.0635 1.0789
N 7.96301 -10.62238 5.14837 -2.6481 -0.3822 -1.2383
O 7.78972 -11.81695 4.98589 -0.3840 0.1293 0.1102
C 6.85010 -9.66743 4.80617 -1.4579 -0.3091 -0.2070
C 7.14378 -8.30254 4.64742 0.0093 -0.4878 1.0223
C 6.12157 -7.38823 4.47312 -0.1778 -1.0342 -0.2683
C 4.80318 -7.85605 4.27853 1.6690 1.2841 -0.5057
C 4.54403 -9.20443 4.22945 0.2079 -0.6528 1.7404
C 5.52543 -10.14123 4.67988 0.4394 1.4506 -0.7711
H 8.13019 -7.93817 4.89365 0.1965 -0.1900 -0.3470
H 6.39857 -6.34441 4.46228 -0.3375 0.1146 0.0102
H 4.08739 -7.06132 4.12878 -0.5585 -0.4104 -0.1529
H 3.50647 -9.48330 4.11955 0.0292 -0.4248 -0.1084
H 5.23359 -11.14273 4.95959 0.2555 -0.1545 -0.3730
O 0.06494 -2.77992 -0.65982 -0.5234 1.2927 0.3101
N -0.22957 -1.71420 -0.11806 1.2106 -0.1686 0.9408
O -0.84754 -1.60719 0.93680 0.0757 -0.1412 -1.1090
C 0.35103 -0.45207 -0.67076 0.3177 1.4938 -1.1259
C 1.46181 -0.49034 -1.57815 -1.8633 -1.4498 0.7587
C 1.82634 0.63189 -2.24804 -0.0006 1.9040 0.1528
C 1.22820 1.87258 -1.92580 0.7689 -0.0006 -0.2091
C 0.20362 1.95829 -1.03128 -0.8167 -1.0202 0.7372
C -0.25782 0.79808 -0.40442 0.4082 -1.4794 0.1286
H 1.92290 -1.43946 -1.80829 -0.0561 -0.1072 0.0626
H 2.58080 0.63564 -3.02081 0.2235 -0.2449 0.1601
H 1.63327 2.81198 -2.27200 0.0405 -0.1076 -0.6416
H -0.33895 2.86053 -0.79049 0.3755 0.2945 -0.0911
H -1.05167 0.88052 0.32318 -0.1575 -0.2602 -0.0713
O -6.16983 3.79779 6.06080 -0.9036 -0.0475 1.0417
N -7.04868 4.56903 5.71216 0.7279 -0.3322 -0.5038
O -6.95421 5.16178 4.66003 -0.8359 0.6518 -0.3166
C -8.25016 4.83030 6.56344 -0.1489 -0.2010 0.5914
C -8.26044 4.33120 7.88369 -0.7180 -0.2107 0.0623
C -9.34025 4.65162 8.68541 -1.5485 1.8427 -0.8918
C -10.35182 5.49989 8.17632 0.6286 -0.0714 1.0387
C -10.30640 6.03554 6.90643 -0.7390 -1.0665 0.0055
C -9.31142 5.62176 6.05897 2.0900 0.0003 0.0096
H -7.60195 3.64639 8.39736 0.8999 0.1319 -0.9047
H -9.47274 4.43060 9.73421 0.5302 -0.6391 -0.0451
H -11.12262 5.80869 8.86691 -0.2431 -0.0370 -0.0560
H -11.13144 6.61144 6.51393 0.0837 0.2915 0.1148
H -9.25371 6.05637 5.07196 0.1757 -0.3238 -0.1583
O 5.83117 6.91416 -5.15307 0.8137 -2.3725 -0.4499
N 5.30667 7.97786 -5.18668 0.5076 1.1554 1.3353
O 5.61050 8.85136 -4.36397 -1.2152 0.0789 -1.3591
C 4.27940 8.15669 -6.22951 1.0677 0.8141 0.1064
C 3.55029 9.32353 -6.13956 -1.3284 -0.3641 0.7108
C 2.51949 9.49325 -7.02456 -0.5853 0.2406 -0.5689
C 2.33932 8.60449 -8.08281 -1.2433 2.7259 0.6439
C 3.18374 7.58435 -8.21456 0.2466 -2.4730 -1.1171
C 4.16175 7.27699 -7.30019 0.5398 0.5223 0.3935
H 3.52916 9.96499 -5.27096 0.7680 -0.0457 0.0522
H 1.81882 10.29820 -6.85870 0.0322 0.1726 -0.1639
H 1.56250 8.81664 -8.80249 -0.1157 -0.2471 -0.0461
H 2.97518 6.89905 -9.02281 0.4260 -0.1382 -0.2326
H 4.82366 6.46005 -7.54693 0.0831 -0.0708 0.6975
```
Forces are in eV/Å.

Properties
* total energy: -95079.52594 eV
* charge: 0
* gap between HOMO and LUMO: 9.2273 eV
* E_HOMO: -9.98 eV
* relative energy (zero: lowest compared OMol25 entry of this formula, charge and spin): 106.7 kcal/mol

Mulliken population analysis, charges in e, atoms 1 to 4:
1. O -0.570
2. N 0.937
3. O -0.575
4. C 0.076